# C4H11N2O

A gas-phase ion, C4H11N2O (charge +1) at a distorted geometry (ωB97M-V with the def2-TZVPD basis set, the OMol25 dataset).

Computed properties:
2S+1   1
Orbital gap   5.79 eV
Net charge   +1

```
18
C4H11N2O, DFT ωB97M-V with the def2-TZVPD basis set
N -0.232 -1.498 0.058
C -0.351 -0.120 0.579
C 0.875 0.650 0.726
C 1.933 0.654 -0.323
O 2.579 -0.631 -0.277
C -1.395 0.663 -0.270
N -2.613 -0.174 -0.318
H 2.757 -0.855 0.655
H -0.302 -2.180 0.787
H 0.665 -1.579 -0.401
H -0.818 -0.073 1.574
H 1.501 0.752 -1.318
H 1.003 1.358 1.544
H 2.634 1.487 -0.242
H -1.698 1.590 0.216
H -1.057 0.827 -1.298
H -2.268 -1.063 -0.658
H -3.211 0.194 -1.034
```